{
  "formula": "C4H14N3OSi",
  "method": "wB97M-V/def2-TZVPD",
  "e_lumo_ev": -3.0,
  "total_energy_ev": -18765.21055,
  "charge": 1,
  "multiplicity": 1,
  "orbital_gap_ha": 0.400,
  "smiles": "C[Si](C)(C)N/[NH+]=C(/N)O",
  "homo_energy_ev": -13.890,
  "molar_mass_g_mol": 148.3,
  "elements": ["C", "Si", "C", "C", "N", "N", "C", "N", "O", "H", "H", "H", "H", "H", "H", "H", "H", "H", "H", "H", "H", "H", "H"],
  "xyz": [[-0.530164, -1.037815, -1.769135], [-1.140704, 0.085321, -0.358754], [-1.795713, -0.894259, 1.131373], [-2.241645, 1.514930, -0.929369], [0.363953, 0.952578, 0.130676], [1.270671, 0.506425, 1.067940], [2.375640, -0.069650, 0.607173], [3.294648, -0.611509, 1.386807], [2.555601, -0.114299, -0.677845], [-1.370462, -1.536224, -2.241222], [-0.026290, -0.472115, -2.548637], [0.145150, -1.818741, -1.429541], [-1.126083, -1.701589, 1.414944], [-1.945852, -0.259990, 1.999502], [-2.754041, -1.346745, 0.898508], [-3.129788, 1.142855, -1.427734], [-2.573710, 2.127573, -0.097023], [-1.725845, 2.160774, -1.633953], [0.179805, 2.166953, 0.187576], [1.046320, 0.505019, 2.058343], [3.237975, -0.591225, 2.390559], [4.111932, -1.019443, 0.956745], [1.778603, 0.311177, -1.116932]],
  "forces_ev_per_a": [[-0.500, 0.373, 0.576], [-0.139, -0.315, -0.130], [0.309, 0.418, -0.659], [0.452, -0.644, 0.233], [-1.169, 5.111, -0.108], [-0.039, -0.110, 0.347], [-0.098, 0.093, -0.118], [0.076, -0.001, -0.240], [0.274, -0.108, 0.049], [-0.182, -0.139, -0.106], [0.044, 0.198, -0.098], [0.100, -0.102, 0.167], [0.151, -0.130, -0.013], [-0.035, 0.195, 0.124], [-0.188, -0.083, -0.101], [-0.174, -0.128, -0.111], [-0.024, 0.051, 0.223], [0.149, 0.055, -0.156], [1.009, -4.756, -0.047], [0.054, -0.054, -0.179], [-0.051, 0.035, 0.003], [-0.065, 0.025, 0.037], [0.046, 0.017, 0.306]]
}


{
  "formula": "C4H14N4O",
  "method": "wB97M-V/def2-TZVPD",
  "e_lumo_ev": 1.0,
  "total_energy_ev": -12381.53461,
  "multiplicity": 1,
  "orbital_gap_ha": 0.339,
  "smiles": "C[C@@H](N)[C@H](N)[C@@H](O)NN",
  "homo_energy_ev": -8.193,
  "molar_mass_g_mol": 134.2,
  "elements": ["C", "C", "N", "C", "N", "C", "O", "N", "N", "H", "H", "H", "H", "H", "H", "H", "H", "H", "H", "H", "H", "H", "H"],
  "xyz": [[-2.141910, 1.652672, -0.001856], [-1.528571, 0.270305, 0.183769], [-1.946110, -0.651701, -0.883853], [0.164758, 0.400433, 0.137901], [0.592746, 0.421635, -1.264083], [0.625350, -0.824329, 0.918499], [0.344106, -2.039875, 0.269685], [2.210546, -0.792537, 1.180570], [2.984247, -0.225467, 0.097206], [-1.796665, 2.130053, -0.924723], [-1.868708, 2.302999, 0.836118], [-3.237467, 1.605654, -0.034869], [-1.865246, -0.139665, 1.140396], [-2.956737, -0.604781, -1.019319], [-1.541155, -0.292608, -1.755637], [0.436110, 1.327066, 0.649037], [1.558144, 0.767971, -1.262345], [0.721574, -0.557067, -1.556130], [0.191460, -0.844075, 1.921374], [-0.533233, -1.923463, -0.164173], [2.402643, -1.799897, 1.247173], [3.774752, -0.834592, -0.133906], [3.409364, 0.651269, 0.419164]],
  "forces_ev_per_a": [[0.031, 0.238, 0.265], [1.494, 0.987, -0.758], [0.366, 0.082, -0.250], [-2.759, -1.163, -0.071], [0.251, -0.114, 0.234], [3.321, 0.174, 0.113], [-0.567, 0.358, -0.427], [-2.390, -0.300, 0.135], [0.476, -0.021, -0.105], [0.049, -0.170, 0.060], [-0.051, 0.007, -0.079], [0.133, -0.062, 0.001], [0.332, -0.037, 0.008], [0.265, -0.109, 0.219], [-0.090, -0.133, 0.277], [-0.016, -0.155, -0.047], [-0.558, -0.150, -0.101], [-0.144, 0.476, 0.128], [0.154, 0.174, 0.061], [0.244, -0.244, 0.079], [0.224, 0.604, -0.095], [-0.526, 0.133, 0.136], [-0.238, -0.574, 0.217]]
}


{
  "formula": "C4H14NO",
  "method": "wB97M-V/def2-TZVPD",
  "e_lumo_ev": -3.3,
  "total_energy_ev": -7904.69769,
  "charge": 1,
  "multiplicity": 1,
  "orbital_gap_ha": 0.435,
  "homo_energy_ev": -15.170,
  "molar_mass_g_mol": 92.2,
  "elements": ["C", "C", "C", "C", "N", "H", "H", "H", "H", "H", "H", "H", "H", "H", "H", "H", "H", "H", "H", "O"],
  "xyz": [[1.433061, -0.175668, -0.941298], [0.283954, 0.031796, 0.012891], [-0.744746, 1.130275, -0.446901], [-1.615105, 0.235259, -1.511341], [0.948701, 0.703631, 1.285459], [1.037150, -0.267821, -2.041284], [2.099743, 0.817918, -1.000601], [2.077359, -0.957444, -0.453393], [-0.243340, -0.830744, 0.211064], [-0.431168, 2.140733, -0.935936], [-1.533289, 1.296831, 0.404253], [-1.711150, -0.893024, -1.368257], [-1.489402, 0.551889, -2.489648], [-2.639652, 0.653643, -1.340015], [0.375415, 1.442460, 1.724749], [1.710942, 1.204164, 0.838457], [1.254731, 0.071286, 2.032349], [-1.026263, -2.690193, 1.828885], [0.491776, -2.370322, 2.311413], [-0.278717, -2.094670, 1.879157]],
  "forces_ev_per_a": [[1.124, 1.730, -1.048], [0.570, 5.351, -0.643], [-2.040, -2.048, -0.652], [-2.014, 1.194, 2.681], [-0.578, -0.321, -0.022], [1.001, -0.635, 2.249], [-1.364, -1.996, 0.112], [-0.404, 0.298, -1.467], [-0.705, -1.557, 1.128], [-0.091, -2.014, 1.070], [1.817, 0.045, -1.304], [0.648, 1.648, -0.118], [0.975, 0.001, -2.049], [0.462, -0.755, -0.097], [-0.178, -0.680, -0.287], [0.593, -0.050, 0.494], [0.140, 0.095, -0.374], [0.454, -0.637, 0.540], [1.016, -1.662, 1.120], [-1.426, 1.994, -1.332]]
}


{
  "formula": "C4H14NO",
  "method": "wB97M-V/def2-TZVPD",
  "e_lumo_ev": -7.7,
  "total_energy_ev": -7902.69967,
  "charge": 1,
  "multiplicity": 1,
  "orbital_gap_ha": 0.235,
  "homo_energy_ev": -14.072,
  "molar_mass_g_mol": 92.2,
  "elements": ["C", "C", "C", "C", "N", "H", "H", "H", "H", "H", "H", "H", "H", "H", "H", "H", "H", "H", "H", "O"],
  "xyz": [[-0.801803, -1.686016, 0.817877], [-0.930511, -0.426738, 0.025628], [-0.929973, -0.540210, -1.439296], [0.159855, 0.386160, -2.119056], [1.732334, -0.511518, 1.640719], [-0.964921, -1.546683, 1.880970], [-1.582833, -2.372020, 0.450241], [0.148634, -2.182050, 0.606004], [-1.694441, 0.229009, 0.454637], [-1.899144, -0.286833, -1.880804], [-0.725514, -1.572753, -1.727569], [0.601780, -0.107213, -2.977823], [0.932394, 0.551163, -1.370445], [-0.270362, 1.334365, -2.426240], [1.934334, 0.258570, 2.263832], [2.588055, -0.707400, 1.133344], [1.027170, -0.214661, 0.981546], [-0.115299, 2.944564, 1.264568], [-0.327246, 1.767462, 0.356051], [0.354923, 2.327233, 0.711490]],
  "forces_ev_per_a": [[1.041, 1.357, 0.129], [-4.092, -3.738, -0.880], [1.323, 0.071, -0.409], [-0.036, 0.082, 0.556], [0.203, -0.388, 0.174], [0.231, 0.000, 0.055], [-0.152, 0.303, -0.415], [-0.035, -0.245, 0.126], [1.063, 1.090, 0.256], [-0.141, 0.386, 0.520], [0.248, 0.034, 0.233], [-0.131, -0.157, 0.006], [0.285, 0.265, -0.343], [0.033, 0.048, 0.108], [-0.063, 0.176, 0.010], [-0.007, 0.020, -0.080], [0.284, 0.407, -0.024], [-0.189, 0.522, 0.401], [-0.428, 0.123, -0.310], [0.563, -0.355, -0.112]]
}


{
  "formula": "C4H14NO",
  "method": "wB97M-V/def2-TZVPD",
  "e_lumo_ev": -3.0,
  "total_energy_ev": -7905.59447,
  "charge": 1,
  "multiplicity": 1,
  "orbital_gap_ha": 0.468,
  "homo_energy_ev": -15.729,
  "molar_mass_g_mol": 92.2,
  "elements": ["C", "C", "N", "C", "C", "H", "H", "H", "H", "H", "H", "H", "H", "H", "H", "H", "H", "H", "H", "O"],
  "xyz": [[0.820356, -1.151240, -0.873695], [1.010266, 0.382210, -1.031045], [0.027580, 0.950990, 0.015473], [-1.448846, 0.881502, -0.355057], [-2.328054, -0.339095, 0.206520], [1.486142, -1.567025, -1.657737], [1.440788, -1.603009, 0.043862], [-0.160803, -1.560350, -0.854998], [0.863687, 0.892259, -1.987068], [2.042791, 0.546312, -0.788691], [0.264543, 0.469719, 0.861503], [0.365218, 1.917702, 0.146976], [-1.976104, 1.761767, 0.045251], [-1.447654, 0.778274, -1.468135], [-2.080416, -1.265244, -0.343544], [-3.383924, -0.048524, 0.172929], [-1.937154, -0.460031, 1.183639], [2.765920, 0.329276, 2.075775], [1.794374, -0.840865, 2.615022], [1.881294, -0.074635, 1.993018]],
  "forces_ev_per_a": [[3.969, -0.664, 0.178], [-1.466, -1.800, 1.148], [0.989, 1.312, -1.242], [-1.249, -1.062, -0.867], [2.204, 0.840, -1.350], [-1.031, -0.231, -0.094], [-1.691, 1.573, -1.499], [-0.635, -0.114, -0.411], [-0.611, -0.546, 0.051], [0.288, 0.662, 0.766], [0.187, -0.457, 1.049], [-0.840, -0.240, 0.203], [0.722, 0.012, -0.604], [-0.192, 0.777, 0.910], [-0.648, 0.524, 0.191], [0.412, -0.265, 0.051], [-0.366, -0.398, 1.405], [-0.564, -0.575, 0.320], [0.531, 1.169, -0.685], [-0.008, -0.519, 0.481]]
}